1.
{
  "formula": "C2HClN2O",
  "method": "ωB97M-V/def2-TZVPD",
  "smiles": "Clc1cnon1",
  "orbital_gap_ev": 11.45,
  "e_tot_ev": -19637.6206,
  "charge": 0,
  "fmax_ev_per_a": 1.0,
  "spin_multiplicity": 1,
  "symbols": ["C", "C", "H", "N", "N", "O", "Cl"],
  "xyz": [[0.660, -0.321, -0.011], [-0.228, 0.796, 0.007], [-0.023, 1.876, 0.037], [-1.439, 0.351, -0.032], [-0.017, -1.418, -0.016], [-1.324, -1.000, 0.019], [2.371, -0.284, -0.004]],
  "lowdin_charge": [-0.7766, -0.1374, 0.1278, 0.0816, 0.0863, -0.0879, 0.7061]
}



2.
{
  "formula": "C28H50BNO19P",
  "method": "ωB97M-V/def2-TZVPD",
  "orbital_gap_ev": 5.57,
  "e_tot_ev": -80207.7956,
  "charge": -1,
  "fmax_ev_per_a": 0.7,
  "spin_multiplicity": 1,
  "symbols": ["N", "C", "C", "C", "C", "B", "P", "O", "H", "H", "H", "H", "H", "H", "H", "H", "H", "H", "H", "H", "H", "H", "C", "C", "C", "O", "C", "O", "O", "H", "H", "H", "H", "H", "H", "C", "C", "C", "O", "C", "O", "O", "H", "H", "H", "H", "H", "H", "C", "C", "C", "O", "C", "O", "O", "H", "H", "H", "H", "H", "H", "C", "C", "C", "O", "C", "O", "O", "H", "H", "H", "H", "H", "H", "C", "C", "C", "O", "C", "O", "O", "H", "H", "H", "H", "H", "H", "C", "C", "C", "O", "C", "O", "O", "H", "H", "H", "H", "H", "H"],
  "xyz": [[3.330, 2.881, -0.723], [2.744, 4.229, -0.735], [1.443, 4.388, -1.552], [0.924, 3.173, -2.300], [0.420, 2.006, -1.437], [-0.400, 2.366, -0.069], [-1.989, 3.427, -0.344], [-2.025, 4.575, -1.327], [4.263, 2.952, -0.336], [2.800, 2.299, -0.082], [2.544, 4.589, 0.282], [3.499, 4.902, -1.147], [0.664, 4.787, -0.902], [1.629, 5.164, -2.305], [0.123, 3.498, -2.969], [1.728, 2.809, -2.949], [1.243, 1.346, -1.169], [-0.237, 1.391, -2.072], [0.304, 2.957, 0.742], [-0.792, 1.326, 0.474], [-3.090, 2.561, -0.637], [-2.378, 3.928, 0.933], [2.266, 8.536, -2.058], [3.500, 8.720, -1.214], [4.555, 9.657, -1.764], [5.759, 9.122, -1.201], [5.553, 7.793, -0.976], [6.409, 7.026, -0.681], [4.248, 7.496, -1.139], [2.535, 8.255, -3.077], [1.641, 7.742, -1.651], [1.688, 9.460, -2.081], [3.230, 9.003, -0.192], [4.430, 10.694, -1.463], [4.622, 9.593, -2.853], [2.400, -3.763, 1.787], [1.723, -2.486, 1.369], [2.023, -2.000, -0.032], [1.850, -0.589, 0.090], [2.110, -0.248, 1.374], [2.256, 0.855, 1.781], [2.201, -1.371, 2.144], [3.478, -3.697, 1.628], [2.229, -3.956, 2.844], [2.003, -4.606, 1.223], [0.643, -2.557, 1.523], [1.344, -2.389, -0.787], [3.057, -2.203, -0.326], [-0.354, 1.057, -6.128], [-0.175, 2.545, -6.224], [-0.005, 3.095, -7.625], [0.768, 4.278, -7.399], [1.473, 4.097, -6.240], [2.326, 4.831, -5.865], [1.051, 2.981, -5.617], [0.439, 0.532, -6.666], [-0.323, 0.728, -5.090], [-1.317, 0.784, -6.551], [-0.985, 3.059, -5.699], [-0.938, 3.349, -8.121], [0.575, 2.414, -8.255], [-7.139, 1.440, -6.304], [-5.753, 1.291, -5.737], [-4.645, 1.976, -6.507], [-3.509, 1.162, -6.188], [-3.964, -0.090, -5.912], [-3.277, -1.049, -5.803], [-5.313, -0.081, -5.798], [-7.160, 1.145, -7.354], [-7.842, 0.808, -5.763], [-7.466, 2.476, -6.219], [-5.729, 1.595, -4.687], [-4.463, 3.001, -6.194], [-4.808, 1.941, -7.587], [2.536, -7.437, 6.370], [1.513, -6.445, 5.889], [0.068, -6.812, 6.147], [-0.608, -6.139, 5.070], [0.265, -6.016, 4.044], [-0.021, -5.662, 2.948], [1.515, -6.348, 4.448], [2.315, -8.434, 5.986], [3.531, -7.156, 6.027], [2.532, -7.470, 7.458], [1.727, -5.448, 6.282], [-0.307, -6.464, 7.101], [-0.105, -7.886, 6.046], [-4.179, -10.163, 8.367], [-3.195, -9.496, 9.290], [-3.512, -8.067, 9.681], [-2.205, -7.524, 9.921], [-1.326, -8.222, 9.170], [-0.195, -7.906, 8.982], [-1.916, -9.318, 8.645], [-4.352, -9.551, 7.482], [-3.800, -11.129, 8.039], [-5.126, -10.318, 8.883], [-3.025, -10.105, 10.183], [-4.123, -7.973, 10.574], [-3.970, -7.512, 8.859]],
  "lowdin_charge": [0.0115, -0.2688, -0.2160, -0.2596, -0.2698, -0.6612, 0.6099, -0.5790, 0.0527, 0.0315, 0.0967, 0.0832, 0.0789, 0.0894, 0.0871, 0.0920, 0.0424, 0.0697, 0.0295, 0.0242, -0.0513, -0.0454, -0.0135, -0.3272, -0.1011, 0.0488, -0.5622, 0.1659, 0.0808, 0.0937, 0.0882, 0.0878, 0.1580, 0.1325, 0.1362, -0.0296, -0.3270, -0.0909, 0.0513, -0.5478, 0.1685, 0.0738, 0.0878, 0.0717, 0.0878, 0.1609, 0.1394, 0.1362, -0.0104, -0.3238, -0.1025, 0.0460, -0.5589, 0.1644, 0.0823, 0.0917, 0.0977, 0.0608, 0.1612, 0.1305, 0.1334, -0.0252, -0.3239, -0.0867, 0.0314, -0.5571, 0.1745, 0.0844, 0.0876, 0.0868, 0.0906, 0.1640, 0.1422, 0.1369, -0.0195, -0.3181, -0.0954, 0.0657, -0.5680, 0.1607, 0.0762, 0.0905, 0.0868, 0.0890, 0.1619, 0.1202, 0.1393, -0.0213, -0.3256, -0.0850, 0.0704, -0.5674, 0.1493, 0.0850, 0.0927, 0.0888, 0.0915, 0.1579, 0.1384, 0.1409]
}



3.
{
  "formula": "H6N3OP",
  "method": "ωB97M-V/def2-TZVPD",
  "orbital_gap_ev": [9.51, 7.75],
  "e_tot_ev": -15902.1994,
  "charge": 0,
  "fmax_ev_per_a": 2.5,
  "spin_multiplicity": 1,
  "symbols": ["N", "N", "N", "O", "P", "H", "H", "H", "H", "H", "H"],
  "xyz": [[-1.924, 0.043, -1.099], [1.867, 0.148, -0.102], [0.364, -0.479, 1.743], [0.676, 2.086, 1.337], [0.548, 0.771, 0.650], [-2.510, 0.874, -1.270], [-1.129, 0.236, -1.821], [2.141, -0.773, 0.157], [2.436, 0.660, -0.709], [0.847, -1.331, 1.605], [-0.334, -0.490, 2.435]],
  "lowdin_charge": [-0.0024, -0.1028, -0.0988, -0.3870, 0.5415, -0.0506, -0.0289, 0.0360, 0.0333, 0.0247, 0.0351]
}



4.
{
  "formula": "C3H6NO2",
  "method": "ωB97M-V/def2-TZVPD",
  "smiles": "CC(=O)NC[O-]",
  "orbital_gap_ev": 6.76,
  "e_tot_ev": -8793.2331,
  "charge": -1,
  "fmax_ev_per_a": 2.8,
  "spin_multiplicity": 1,
  "symbols": ["O", "C", "N", "C", "O", "C", "H", "H", "H", "H", "H", "H"],
  "xyz": [[-0.200, 1.844, -0.447], [0.430, 0.755, -0.556], [-0.020, -0.509, -0.202], [-1.281, -0.754, 0.723], [-1.214, -2.005, 1.161], [2.030, 0.748, -0.748], [0.590, -1.326, -0.211], [-2.137, -0.419, 0.076], [-1.277, -0.105, 1.673], [2.194, -0.259, -1.175], [2.430, 1.516, -1.401], [2.577, 0.941, 0.222]],
  "lowdin_charge": [-0.0642, -0.5077, 0.0456, -0.5039, -0.3551, -0.0459, 0.0956, 0.0777, 0.0918, 0.0498, 0.0390, 0.0773]
}



5.
{
  "formula": "C19H16F3N2O6S",
  "method": "ωB97M-V/def2-TZVPD",
  "orbital_gap_ev": 4.96,
  "e_tot_ev": -54214.1017,
  "charge": -1,
  "fmax_ev_per_a": 6.8,
  "spin_multiplicity": 1,
  "symbols": ["C", "O", "C", "O", "C", "C", "O", "O", "C", "N", "N", "H", "H", "H", "H", "H", "H", "F", "C", "F", "F", "C", "C", "C", "C", "C", "S", "C", "C", "C", "C", "C", "C", "O", "O", "C", "C", "H", "H", "H", "H", "H", "H", "H", "H", "H", "H"],
  "xyz": [[-3.756, 0.983, 2.391], [-2.637, 0.172, 2.232], [-1.527, 0.956, 2.100], [-1.614, 2.174, 2.089], [-0.249, 0.280, 2.024], [1.009, 0.993, 2.091], [1.062, 2.212, 2.094], [2.140, 0.235, 2.203], [3.233, 1.073, 2.395], [-0.219, -1.033, 2.054], [-0.177, -2.197, 2.102], [-4.610, 0.364, 2.673], [-3.545, 1.717, 3.176], [-3.950, 1.500, 1.447], [4.097, 0.475, 2.690], [3.432, 1.608, 1.463], [2.984, 1.791, 3.183], [-6.098, -5.931, 2.293], [-5.451, -6.085, 3.464], [-5.892, -5.195, 4.372], [-5.619, -7.338, 3.924], [-3.975, -5.854, 3.234], [-3.192, -5.320, 4.245], [-1.851, -5.122, 4.058], [-1.234, -5.462, 2.819], [0.106, -5.282, 2.613], [0.817, -5.750, 1.041], [2.530, -5.308, 1.284], [2.996, -4.039, 1.029], [4.339, -3.763, 1.192], [5.200, -4.754, 1.614], [4.722, -6.016, 1.892], [3.382, -6.291, 1.723], [0.736, -7.259, 0.978], [0.211, -4.853, -0.009], [-2.074, -5.998, 1.801], [-3.408, -6.189, 2.014], [-3.671, -5.071, 5.180], [-1.256, -4.702, 4.851], [0.737, -4.872, 3.374], [2.314, -3.276, 0.693], [4.721, -2.782, 0.965], [6.251, -4.545, 1.723], [5.393, -6.794, 2.216], [2.991, -7.279, 1.909], [-1.641, -6.238, 0.844], [-4.037, -6.600, 1.242]],
  "lowdin_charge": [-0.0876, -0.0274, -0.4292, 0.0950, -0.0855, -0.4298, 0.0966, -0.0372, -0.0904, 0.0592, 0.3889, 0.0992, 0.0979, 0.1002, 0.0953, 0.1004, 0.0984, 0.1165, -0.5977, 0.1128, 0.1248, -0.1872, -0.0672, -0.0616, -0.3384, -0.2572, 0.7519, -0.3017, -0.0647, -0.0872, -0.1001, -0.0842, -0.0660, -0.3873, -0.3955, -0.0527, -0.0464, 0.1047, 0.0920, 0.0557, 0.1022, 0.0972, 0.0956, 0.0992, 0.1099, 0.0791, 0.1096]
}